No. 1
19
Properties=species:S:1:pos:R:3:lowdin_charge:R:1 method="wB97M-V/def2-TZVPD" relative_energy_kcal_mol=10.0 total_energy_ha=-311.043296 smiles=C[C@H]1CO[C@@H](C)C1 homo_ha=-0.3549 charge=0
C -2.200 0.626 0.000 -0.075
C -1.084 -0.308 0.456 -0.343
C -0.454 -1.097 -0.689 -0.196
O 0.798 -1.517 -0.192 -0.112
C 1.369 -0.358 0.416 -0.368
C 2.167 0.392 -0.654 -0.041
C 0.164 0.388 1.056 -0.090
H -2.944 0.078 -0.591 0.078
H -1.798 1.432 -0.628 0.080
H -2.721 1.084 0.847 0.077
H -1.480 -1.029 1.184 0.139
H -1.015 -1.981 -1.000 0.132
H -0.332 -0.428 -1.559 0.119
H 2.057 -0.712 1.192 0.139
H 3.020 -0.232 -0.941 0.080
H 2.540 1.367 -0.320 0.080
H 1.559 0.547 -1.553 0.074
H 0.171 1.461 0.829 0.114
H 0.185 0.285 2.147 0.112

=====

No. 2
61
Properties=species:S:1:pos:R:3:lowdin_charge:R:1 method="wB97M-V/def2-TZVPD" total_energy_ha=-21746.385190 smiles="C[C@H]1COC(=O)O1.C[C@H]1COC(=O)O1.BrCCBr.BrCCBr.BrCCBr.BrCCBr.O" homo_ha=-0.3694 charge=0
Br 1.769 -1.179 6.189 0.648
C 2.780 -0.009 5.061 -0.757
C 4.136 -0.557 4.670 -0.738
Br 5.213 0.677 3.662 0.637
H 2.959 0.968 5.510 0.052
H 2.215 0.208 4.154 0.055
H 3.940 -1.442 4.065 0.054
H 4.731 -0.787 5.554 0.050
Br -4.200 7.011 1.732 0.536
C -2.858 5.746 2.590 -0.660
C -3.455 4.331 2.468 -0.655
Br -1.989 3.211 3.200 0.592
H -2.643 5.976 3.634 0.050
H -1.856 5.783 2.162 0.040
H -3.499 3.968 1.441 0.039
H -4.412 4.034 2.898 0.062
Br 3.547 5.092 0.522 0.572
C 2.154 3.718 0.438 -0.685
C 1.294 3.758 -0.840 -0.644
Br 2.452 3.603 -2.439 0.555
H 1.587 3.965 1.336 0.037
H 2.598 2.729 0.557 0.057
H 0.726 4.681 -0.954 0.052
H 0.657 2.874 -0.859 0.053
Br 5.572 -3.464 0.415 0.527
C 5.070 -3.300 -1.547 -0.667
C 4.837 -1.943 -1.958 -0.654
Br 6.539 -0.806 -1.970 0.521
H 4.178 -3.873 -1.800 0.072
H 5.814 -3.770 -2.191 0.065
H 4.004 -1.448 -1.459 0.070
H 4.484 -1.936 -2.989 0.065
C -0.688 -5.812 3.240 -0.030
C 0.010 -5.095 2.069 -0.305
C -0.433 -5.611 0.683 -0.098
O -0.606 -4.361 0.104 0.074
C -0.608 -3.292 0.892 -0.618
O -0.932 -2.238 0.532 0.203
O -0.367 -3.728 2.117 0.110
H -0.383 -6.856 3.166 0.085
H -1.773 -5.739 3.160 0.089
H -0.425 -5.471 4.241 0.082
H 1.064 -5.325 2.225 0.148
H -1.124 -6.437 0.851 0.130
H 0.349 -6.073 0.079 0.132
C -1.893 0.846 -4.650 -0.022
C -3.057 0.143 -3.960 -0.346
C -4.478 0.452 -4.583 -0.103
O -4.976 -0.794 -4.874 0.082
C -4.127 -1.770 -4.531 -0.462
O -4.296 -3.021 -4.565 0.093
O -2.977 -1.215 -4.068 0.092
H -1.694 0.545 -5.678 0.089
H -0.949 0.676 -4.132 0.081
H -2.070 1.921 -4.640 0.085
H -3.163 0.546 -2.953 0.145
H -4.316 1.063 -5.471 0.134
H -5.016 0.924 -3.760 0.134
O -3.281 5.672 -3.126 -0.054
H -3.431 5.856 -2.199 0.020
H -2.704 6.376 -3.421 0.031

=====

No. 3
10
Properties=species:S:1:pos:R:3:lowdin_charge:R:1 method="wB97M-V/def2-TZVPD" relative_energy_kcal_mol=41.3 total_energy_ha=-267.422279 homo_ha=-0.6521 charge=+1
C 1.028 1.017 1.120 -0.252
C -0.212 0.204 -0.912 0.274
C -0.319 -0.616 0.286 -0.063
O 0.842 1.641 0.105 0.183
O 0.737 -0.230 1.269 0.091
H 1.446 1.659 1.906 0.202
H 0.426 0.201 -1.749 0.117
H -1.181 0.593 -1.176 0.130
H -1.177 -0.286 0.838 0.144
H -0.340 -1.705 0.274 0.174

=====

No. 4
12
Properties=species:S:1:pos:R:3:lowdin_charge:R:1 method="wB97M-V/def2-TZVPD" relative_energy_kcal_mol=99.6 total_energy_ha=-248.367851 smiles="CC(C)N=O" homo_ha=-0.3525 charge=0
C -1.247 -0.233 -0.071 -0.081
C 0.152 0.362 0.091 -0.442
N 0.486 1.274 -0.993 -0.003
O -0.010 2.342 -0.675 -0.038
C 1.201 -0.769 0.269 -0.057
H -1.286 -1.071 -0.768 0.074
H -1.948 0.542 -0.387 0.075
H -1.566 -0.592 0.915 0.086
H -0.173 1.382 0.656 0.162
H 1.067 -1.590 -0.464 0.083
H 1.089 -1.222 1.256 0.073
H 2.235 -0.425 0.171 0.068

=====

Values for Kohn-Sham gap, eV, ordered as above
10.8 10.0 11.0 9.5